Entry 1:
{
  "formula": "C3H8NO",
  "method": "ωB97M-V/def2-TZVPD",
  "e_lumo_ev": 4.5,
  "spin_multiplicity": 1,
  "total_charge": -1,
  "elements": ["C", "O", "H", "H", "H", "C", "C", "N", "H", "H", "H", "H", "H"],
  "xyz": [[-1.61344, 1.29353, 1.57658], [-0.42595, 1.22411, 0.91559], [-1.82424, 2.21686, 2.11503], [-1.78618, 0.41219, 2.24662], [-2.45104, 1.22412, 0.81960], [0.34792, -1.00575, -2.14893], [0.78083, -1.22836, -0.89626], [1.24135, -0.48930, 0.16333], [0.65523, -0.18836, -2.80833], [-0.08385, -1.85117, -2.67793], [0.61081, -2.29717, -0.52359], [2.17130, -0.82104, 0.38477], [0.21515, 0.41955, 0.62530]],
  "atomic_forces_ev_per_a": [[-1.2, -2.1, -1.2], [0.7, 1.8, 0.0], [0.5, 0.3, 0.3], [0.0, 0.6, 0.1], [0.1, 0.1, 0.5], [0.5, 0.0, -0.7], [-0.4, -2.0, 1.5], [0.3, 0.9, -1.6], [-0.4, 0.3, 0.7], [0.0, 0.0, 0.1], [-0.1, 0.4, -1.0], [-0.2, 0.0, 0.7], [0.0, -0.1, 0.6]],
  "nbo_charge": [-0.203, -0.838, 0.131, 0.123, 0.113, -0.606, 0.074, -1.053, 0.172, 0.165, 0.074, 0.335, 0.513]
}

---

Entry 2:
{
  "formula": "C7H17N2O2P",
  "method": "ωB97M-V/def2-TZVPD",
  "e_lumo_ev": 0.6,
  "spin_multiplicity": 1,
  "elements": ["C", "C", "C", "C", "C", "C", "C", "N", "N", "O", "O", "P", "H", "H", "H", "H", "H", "H", "H", "H", "H", "H", "H", "H", "H", "H", "H", "H", "H"],
  "xyz": [[-0.30499, -0.49555, -0.83344], [0.04261, 0.05269, -2.22930], [-2.50670, -1.69662, 1.23518], [-1.13431, 2.71678, -0.09808], [3.53056, -1.11415, -0.55197], [-1.44152, -0.50996, 1.24003], [-1.86442, 1.37632, -0.29903], [-1.10950, 0.15759, 0.00313], [3.22104, -0.27486, 2.17775], [1.91950, 1.03382, 0.28167], [0.13365, -1.58397, -0.42896], [2.73494, -0.08501, 0.72738], [0.35651, -0.83036, -2.86778], [0.84884, 0.72816, -2.15160], [-0.81163, 0.36663, -2.86496], [-2.44437, -2.23296, 2.11369], [-3.53857, -1.41330, 1.00513], [-2.24014, -2.42684, 0.46585], [-0.32432, 2.99773, -0.87795], [-1.80056, 3.47598, -0.07333], [-0.55328, 2.66389, 0.93228], [4.09941, -0.62502, -1.26257], [4.12822, -1.85741, -0.10507], [2.67542, -1.52100, -1.17464], [-1.84117, 0.16778, 1.95799], [-0.61589, -1.09705, 1.84671], [-2.64088, 1.62286, 0.55337], [-2.32350, 1.48289, -1.22485], [3.80504, -1.07910, 2.50335]],
  "atomic_forces_ev_per_a": [[0.4, -1.3, -0.4], [-1.3, -2.6, -0.9], [0.4, 1.4, -3.3], [5.6, -2.3, 0.8], [-3.3, -0.4, -0.1], [0.0, -3.3, 2.5], [-0.1, 2.3, 3.8], [-1.5, 0.9, 0.3], [0.1, -0.9, -0.1], [-0.4, 0.3, -0.5], [0.6, 0.5, -1.0], [1.9, -0.6, 1.0], [0.1, 0.8, 1.1], [0.7, 1.1, -0.1], [0.3, 0.7, 1.0], [0.0, -0.8, 2.2], [0.1, 0.3, 0.3], [0.1, 0.1, -0.1], [-1.3, -0.7, 1.1], [-2.2, 2.4, 0.1], [-1.2, 0.3, -2.0], [1.3, 1.7, -1.1], [0.4, -1.1, 0.6], [0.8, 0.0, 0.9], [0.0, 1.1, 0.3], [-0.7, 1.9, -1.9], [0.9, -1.7, -1.8], [-1.0, -0.9, -1.8], [-0.9, 1.1, -0.8]],
  "nbo_charge": [0.711, -0.724, -0.616, -0.601, -1.028, -0.209, -0.214, -0.446, -1.234, -1.037, -0.687, 2.105, 0.236, 0.250, 0.229, 0.207, 0.194, 0.217, 0.204, 0.197, 0.217, 0.256, 0.246, 0.284, 0.196, 0.230, 0.211, 0.201, 0.404]
}

---

Entry 3:
{
  "formula": "C3H8NO2",
  "method": "ωB97M-V/def2-TZVPD",
  "e_lumo_ev": -3.8,
  "spin_multiplicity": 1,
  "total_charge": 1,
  "elements": ["C", "C", "C", "N", "O", "O", "H", "H", "H", "H", "H", "H", "H", "H"],
  "xyz": [[-0.70281, -0.70895, 1.64686], [0.59493, -0.37532, -1.21948], [-0.23231, 0.68904, -0.52787], [0.32582, 1.55916, 0.30682], [-0.72083, -1.70543, 2.46653], [-1.54890, 0.84884, -0.59811], [-0.43729, 0.14239, 2.26724], [0.21062, -1.38937, -1.63058], [0.81779, 0.18373, -2.11429], [1.57079, -0.61609, -0.77503], [-0.33253, 2.31002, 0.63443], [-1.14128, -2.58017, 2.02340], [1.35052, 1.48550, 0.48557], [-2.07910, 0.20232, -1.11268]],
  "atomic_forces_ev_per_a": [[-0.4, -1.3, -0.2], [-0.3, -0.6, -1.2], [-1.0, -1.5, 2.2], [-0.2, -0.1, -1.4], [-1.7, -2.4, -1.1], [0.9, 0.2, -1.0], [0.4, 0.5, 0.6], [-0.3, 2.0, 1.3], [0.5, 0.1, -0.9], [-0.5, 0.5, 0.4], [1.5, -0.9, -0.1], [1.6, 2.7, 1.2], [-1.5, 0.6, -0.1], [0.9, 0.2, 0.3]],
  "nbo_charge": [0.067, -0.740, 0.752, -0.732, -0.597, -0.621, 0.078, 0.294, 0.265, 0.272, 0.457, 0.514, 0.451, 0.540]
}